No. 1
Here is a cluster of 2 separate species, C5H10N2O in total from the OMol25 dataset. Energies are from ωB97M-V/def2-TZVPD.

Results
Frontier orbital gap: 8.759 eV
Energy: -380.9709 Ha
F_max: 0.1184 Eh/bohr
HOMO: -0.2996 Eh
ΔE to the lowest compared entry with this formula, charge and spin: 8.5592 eV
Net charge: 0

Structure (XYZ):
```
18
C5H10N2O ωB97M-V/def2-TZVPD
C -1.26 -1.46 1.00
C -0.92 -1.15 -0.49
C -1.33 1.21 -0.27
C -0.23 1.63 0.52
C 1.03 0.79 0.51
H -0.58 -2.41 1.20
H -0.75 -0.91 1.79
H -2.26 -1.85 1.16
H 0.10 -1.11 -0.91
H -1.59 -1.74 -0.99
H -1.98 2.11 -0.53
H 0.10 2.83 0.57
H 1.52 1.48 1.39
H 3.27 -0.91 0.65
H 3.22 -1.08 -1.49
N 1.40 -0.16 -0.23
N 2.84 -0.37 -0.34
O -1.80 0.15 -0.82
```

=====

No. 2
Here is an isolated molecule of C5H10N2O from the OMol25 dataset. Energies are from ωB97M-V/def2-TZVPD.

Results
Frontier orbital gap: 9.805 eV
Energy: -380.9864 Ha
F_max: 0.1552 Eh/bohr
HOMO: -0.3354 Eh
SMILES string: C[C@@H]1[C@H](C)N1/C=N\O
ΔE to the lowest compared entry with this formula, charge and spin: 8.1365 eV
Net charge: 0

Structure (XYZ):
```
18
C5H10N2O ωB97M-V/def2-TZVPD
C 0.04 -1.92 -0.14
C 0.83 -0.64 0.10
C 0.50 0.56 -0.87
C -0.62 0.92 -1.66
C -0.57 0.76 1.32
H -0.09 -2.46 0.73
H -0.96 -1.87 -0.50
H 0.43 -2.44 -0.93
H 1.68 -1.22 0.33
H 1.41 0.80 -1.38
H -0.89 2.06 -1.97
H -1.62 0.61 -0.90
H -0.86 -0.01 -2.53
H -1.55 0.77 0.86
H 1.32 0.75 1.82
N 0.52 0.61 0.64
N -0.45 1.32 2.41
O 0.89 1.40 2.68
```

=====

No. 3
Here is a cluster of 2 separate species, C5H10N2O in total from the OMol25 dataset. Energies are from ωB97M-V/def2-TZVPD.

Results
Frontier orbital gap: 9.355 eV
Energy: -381.1500 Ha
F_max: 0.0603 Eh/bohr
HOMO: -0.3218 Eh
SMILES string: O=c1cn1.CC(C)N
ΔE to the lowest compared entry with this formula, charge and spin: 3.6849 eV
Net charge: 0

Structure (XYZ):
```
18
C5H10N2O ωB97M-V/def2-TZVPD
C 0.53 0.73 0.78
C 1.36 -0.45 1.27
C 1.06 1.29 -0.54
C -2.31 -0.76 -1.51
N -0.86 0.29 0.58
C -0.90 -1.60 -1.34
N -2.16 -1.96 -0.99
O -2.81 0.21 -1.93
H 0.59 1.53 1.54
H -1.25 -0.08 1.44
H -1.44 1.06 0.28
H -0.09 -2.30 -1.14
H 1.34 -1.26 0.54
H 0.96 -0.84 2.21
H 2.39 -0.16 1.43
H 0.47 2.15 -0.86
H 2.10 1.61 -0.43
H 1.02 0.53 -1.32
```

=====

Ordered lowest unoccupied orbital energy results: 0.6; 0.7; 0.6; unit eV.